#P
DFT (the ωB97M-V functional and the def2-TZVPD basis) results for C33H47N8O4PS4Ta as an isolated structure.

HOMO-LUMO gap	6.2	eV

```
! RIJCOSX wB97M-V def2-TZVPD def2/J DEFGRID3
* xyz 3 1
Ta 0.238 -0.114 -0.483
C 2.117 2.516 1.402
C 1.138 1.810 2.318
N -0.087 1.332 1.649
C -1.167 2.331 1.594
C -0.848 3.540 0.732
S -0.321 3.043 -0.927
C 1.279 3.867 -1.127
C 2.454 2.903 -0.965
N 2.199 1.895 0.076
H 3.091 2.534 1.895
H 1.825 3.554 1.276
H 0.879 2.488 3.135
H 1.624 0.959 2.773
H -0.428 0.546 2.206
H -1.406 2.690 2.598
H -2.047 1.822 1.206
H -0.080 4.170 1.172
H -1.748 4.143 0.628
H 1.309 4.704 -0.431
H 1.292 4.284 -2.132
H 3.352 3.486 -0.741
H 2.631 2.374 -1.893
H 2.988 1.263 0.043
N -8.087 0.664 -1.057
C -6.772 0.436 -1.169
C -6.281 -0.471 -2.139
C -4.941 -0.714 -2.253
C -4.050 -0.038 -1.407
C -4.514 0.862 -0.428
C -5.852 1.094 -0.310
S -2.398 -0.331 -1.525
O -2.085 -1.348 -2.505
O -1.592 0.890 -1.748
N -1.651 -0.713 -0.082
C -2.106 -1.812 0.733
N -3.401 -2.000 0.842
C -3.781 -2.960 1.688
C -2.864 -3.690 2.428
C -1.530 -3.426 2.186
N -1.139 -2.492 1.314
H -8.744 0.224 -1.678
H -8.447 1.330 -0.396
H -6.979 -0.984 -2.789
H -4.569 -1.413 -2.992
H -3.812 1.369 0.221
H -6.221 1.778 0.444
H -4.847 -3.132 1.770
H -3.172 -4.437 3.145
H -0.744 -3.986 2.681
S 1.218 0.434 -2.759
C 0.129 1.052 -3.960
N -0.910 0.446 -4.441
C -1.655 1.122 -5.512
C -0.808 2.326 -5.964
S 0.527 2.520 -4.731
H -1.278 -0.387 -3.989
H -2.630 1.428 -5.137
H -1.806 0.425 -6.332
H -1.381 3.247 -5.995
H -0.342 2.166 -6.932
C -2.040 -4.182 -1.975
C -0.707 -4.220 -1.235
P 0.518 -2.844 -1.351
C 1.953 -3.599 -0.482
C 2.060 -5.129 -0.449
C 0.972 -2.831 -3.125
C 1.463 -4.159 -3.709
H -2.514 -5.159 -1.876
H -1.912 -3.982 -3.039
H -2.720 -3.439 -1.575
H -0.116 -5.049 -1.623
H -0.867 -4.415 -0.180
H 1.903 -3.253 0.551
H 2.846 -3.167 -0.934
H 1.251 -5.585 0.119
H 2.993 -5.391 0.052
H 2.089 -5.579 -1.438
H 1.743 -2.076 -3.247
H 0.082 -2.487 -3.658
H 2.394 -4.480 -3.245
H 1.663 -4.023 -4.772
H 0.728 -4.959 -3.620
O 0.400 -1.104 3.119
C 1.363 -1.211 2.415
N 1.438 -0.807 1.037
C 2.719 -1.008 0.579
O 2.937 -0.721 -0.598
C 3.558 -1.536 1.659
C 4.896 -1.868 1.705
C 5.385 -2.367 2.912
C 4.553 -2.527 4.017
C 3.201 -2.184 3.961
C 2.727 -1.688 2.768
H 5.545 -1.748 0.847
H 6.431 -2.631 2.993
H 4.964 -2.923 4.937
H 2.552 -2.303 4.819
*
```

***

#Q
DFT (the ωB97M-V functional and the def2-TZVPD basis) results for C33H47N8O4PS4Ta as an isolated structure.

HOMO-LUMO gap	5.2	eV

```
! RIJCOSX wB97M-V def2-TZVPD def2/J DEFGRID3
* xyz 3 1
Ta -0.539 -0.779 -0.520
C -0.954 2.203 -1.858
C 0.510 1.882 -1.971
N 0.658 0.405 -2.099
C 0.518 -0.063 -3.512
C -0.917 -0.253 -3.993
S -2.010 -0.969 -2.722
C -3.306 0.292 -2.471
C -3.065 1.247 -1.284
N -1.627 1.268 -0.895
H -1.445 2.097 -2.823
H -1.114 3.229 -1.524
H 1.040 2.182 -1.079
H 0.948 2.385 -2.835
H 1.620 0.145 -1.820
H 1.068 -0.993 -3.604
H 1.008 0.662 -4.165
H -0.921 -0.954 -4.827
H -1.374 0.667 -4.350
H -4.224 -0.273 -2.322
H -3.408 0.816 -3.420
H -3.677 0.983 -0.426
H -3.358 2.256 -1.578
H -1.536 1.701 0.071
N -0.979 -3.452 7.162
C -0.633 -3.108 5.910
C 0.300 -2.074 5.681
C 0.675 -1.733 4.409
C 0.083 -2.381 3.314
C -0.841 -3.415 3.519
C -1.190 -3.773 4.796
S 0.659 -2.138 1.715
O 1.903 -2.764 1.431
O -0.477 -2.532 0.797
N 0.646 -0.558 1.225
C 1.782 0.262 1.471
N 2.492 0.043 2.553
C 3.560 0.828 2.718
C 3.880 1.829 1.816
C 3.038 1.972 0.726
N 1.981 1.178 0.540
H -0.533 -3.026 7.956
H -1.580 -4.237 7.342
H 0.748 -1.568 6.526
H 1.428 -0.975 4.245
H -1.244 -3.955 2.673
H -1.876 -4.594 4.966
H 4.163 0.641 3.598
H 4.743 2.463 1.953
H 3.215 2.734 -0.025
S -2.834 -1.110 0.377
C -3.229 -2.687 1.019
N -2.919 -3.837 0.515
C -3.656 -4.994 1.041
C -4.289 -4.545 2.363
S -4.353 -2.718 2.310
H -2.237 -3.915 -0.251
H -2.976 -5.831 1.179
H -4.412 -5.279 0.309
H -3.696 -4.828 3.230
H -5.299 -4.926 2.485
C -0.147 4.872 1.115
C -0.042 3.915 2.300
P -1.227 2.516 2.184
C -0.893 1.495 3.697
C -0.070 2.125 4.821
C -2.867 3.276 2.543
C -2.996 4.095 3.824
H 0.515 5.727 1.248
H -1.159 5.265 1.000
H 0.138 4.379 0.181
H -0.200 4.449 3.237
H 0.963 3.486 2.350
H -0.411 0.574 3.367
H -1.877 1.198 4.072
H 0.936 2.385 4.491
H 0.026 1.418 5.646
H -0.534 3.027 5.217
H -3.574 2.440 2.553
H -3.135 3.887 1.676
H -2.756 3.502 4.708
H -4.018 4.452 3.940
H -2.347 4.970 3.812
O 2.638 -1.366 -1.536
C 1.916 -2.321 -1.699
N 0.491 -2.263 -1.544
C -0.029 -3.546 -1.749
O -1.213 -3.801 -1.600
C 1.075 -4.441 -2.130
C 1.069 -5.777 -2.471
C 2.301 -6.358 -2.771
C 3.481 -5.619 -2.722
C 3.479 -4.269 -2.375
C 2.256 -3.703 -2.085
H 0.153 -6.349 -2.513
H 2.345 -7.402 -3.048
H 4.418 -6.105 -2.958
H 4.394 -3.693 -2.334
*
```

***

Of all the structures shown, which is most stable? #Q, and #P is the least stable.